No. 1
112
Properties=species:S:1:pos:R:3:forces:R:3 method="wB97M-V/def2-TZVPD" lumo_ev=-0.94 spin_multiplicity=1
C 9.5487 -2.2932 -6.1482 -0.01 0.02 0.01
Cl -8.1593 -6.1495 7.5550 0.00 0.01 -0.05
Cl 4.3071 -5.5938 -3.1097 -0.03 0.05 -0.04
H 3.3978 -2.4063 5.4159 -0.04 0.02 0.09
C 7.2008 -4.2553 -0.5500 0.11 -0.26 -0.18
C 3.0048 -2.6443 -8.4150 0.14 -0.06 0.03
O -3.3444 -0.1465 1.9089 -0.73 -0.49 0.92
C -1.9064 -1.4614 -0.4432 0.70 0.13 -0.22
H 2.2945 5.1096 -8.5543 -0.10 0.00 0.00
Cl 2.0928 -1.7518 -7.1868 0.01 -0.02 -0.01
C -2.4246 -4.9024 10.7025 -0.03 -0.02 -0.01
Cl -7.0819 4.1151 -4.2523 0.06 0.00 -0.04
Cl -8.2633 3.2702 3.4550 -0.02 0.03 0.01
H 8.2593 -4.3499 -0.3457 0.04 0.09 0.05
Cl -2.6352 -2.5533 3.7828 0.16 -0.15 0.18
O -1.8858 -1.0055 -1.5328 -0.20 -0.07 -0.32
H 3.4890 -3.4742 3.9990 -0.04 -0.08 -0.05
Cl 10.2247 -3.9277 -6.1663 -0.02 -0.02 0.05
H 4.0480 -1.8438 -4.1943 0.02 -0.11 0.11
O -2.7979 3.0397 -1.2943 0.46 -0.03 0.06
C 2.7796 4.9019 -9.4990 0.08 0.07 0.04
O -3.1360 1.1345 -0.4611 0.31 -0.80 -0.20
C -1.4952 4.5642 1.7225 -0.10 -0.06 0.05
C 1.1505 6.9108 6.2572 0.00 -0.02 0.00
Cl 6.4326 -3.5224 0.8731 0.49 -0.25 0.03
Cl 6.9954 -3.3100 -2.0261 -0.03 0.08 0.20
C -4.2171 0.8584 2.1957 0.72 -0.07 0.41
Cl 3.2228 6.3376 1.1490 -0.02 -0.02 -0.04
H -1.7421 -5.7101 10.4719 0.10 0.03 0.03
H -1.4813 5.2197 -2.8072 -0.04 0.04 -0.06
Cl 2.1244 6.5473 7.6867 0.04 0.01 -0.03
Cl 2.8918 -1.8980 -10.0082 -0.15 -0.04 -0.13
H -4.0047 -0.8434 4.6406 -0.03 0.01 -0.08
H 4.3266 -0.6821 -5.5079 0.10 0.03 -0.10
H -4.9827 -1.1309 1.0707 -0.23 -0.50 0.43
Cl -0.5823 6.8601 6.6125 -0.02 0.02 -0.06
C -7.0137 3.3925 2.2123 0.05 -0.01 0.06
Cl -0.5304 4.7297 0.2472 -0.02 0.17 0.03
H -5.0786 5.1081 -4.9837 -0.02 0.07 0.07
C 4.7922 -1.3905 -4.8347 0.04 0.07 0.07
H 6.7606 -5.2332 -0.7074 -0.13 0.02 0.03
C -3.1269 -1.9024 0.3055 0.47 -0.19 0.32
H -6.5049 4.3411 2.3274 -0.08 0.09 -0.02
C 2.6346 4.8758 1.9454 -0.05 0.00 -0.05
Cl 5.5705 -2.6710 -5.7822 -0.06 -0.04 -0.06
C -7.6970 0.2342 7.0065 -0.02 -0.01 -0.03
C -0.6109 4.6381 -3.0827 -0.05 -0.02 -0.16
Cl 5.9769 -0.5475 -3.8301 -0.07 0.09 -0.02
Cl 5.3762 0.0232 -8.5802 0.14 -0.01 0.15
Cl 2.5278 -1.9322 1.6985 0.26 0.02 0.07
Cl -0.3734 -1.7057 0.4244 -0.36 0.01 0.00
Cl -2.4922 -4.6981 12.4567 -0.02 -0.06 0.01
H -6.1812 -5.0611 6.9010 -0.01 0.09 0.08
C -5.3450 4.1314 -4.6002 -0.02 0.07 0.01
H 4.2646 -0.8309 0.5414 -0.09 0.08 -0.03
Cl -5.1775 -2.7972 5.2065 -0.05 -0.11 -0.01
H 4.2868 1.1480 -10.3312 -0.06 0.02 0.09
Cl -7.0946 -1.0003 8.1199 -0.04 0.00 0.04
H -2.5110 4.3121 1.4425 0.00 -0.08 -0.06
Cl 0.8111 5.6867 -3.0327 0.00 0.00 0.04
H 3.1528 -4.6435 -1.2992 0.07 0.05 0.02
H 5.9352 0.6505 -10.7715 0.12 0.00 0.04
Cl 1.2742 -3.0573 4.6535 -0.06 0.03 0.01
C -3.7168 -1.8313 4.9817 -0.02 0.18 0.03
O -4.4578 1.2578 3.2897 0.02 0.29 -0.17
Cl -0.8780 3.9545 -4.7011 0.02 0.04 0.16
Cl 2.2730 6.1173 -10.6784 0.02 0.02 0.04
C 5.3142 1.0785 -9.9953 -0.16 -0.06 -0.12
H 3.8557 4.9486 -9.3898 0.04 -0.04 -0.09
H 1.3675 6.1752 5.4941 -0.10 0.01 0.10
Cl 2.6628 5.0307 3.7093 0.12 -0.14 -0.06
Cl 10.0946 -1.3423 -7.5346 -0.03 0.04 0.02
H -5.1329 3.3709 -5.3408 -0.02 -0.09 0.04
H -6.1438 -6.7975 6.5346 -0.01 -0.11 0.05
C 2.9996 -3.2975 4.9481 0.04 0.00 -0.01
H -7.7459 1.1801 7.5300 0.09 0.03 0.04
H 1.6127 4.7004 1.6355 0.03 0.04 0.04
C -3.9893 -0.7932 0.8137 1.02 0.44 -1.51
H 8.4706 -2.3657 -6.1816 -0.08 -0.03 -0.06
C 3.2076 -5.6363 -1.7271 -0.02 0.03 0.02
Cl -7.6870 3.3058 0.5784 0.06 0.00 -0.04
H 1.4042 7.9030 5.9069 -0.02 0.07 0.06
H -1.4759 5.5060 2.2563 0.10 0.03 0.02
H -0.4639 3.8284 -2.3816 0.05 -0.11 -0.07
C -4.2513 0.4324 -0.0349 -0.47 1.57 1.06
Cl 3.0034 -1.8107 -1.1887 0.07 -0.01 -0.05
Cl -5.4956 -6.3383 8.7483 0.05 -0.04 0.00
H 4.4455 -2.6020 0.5129 -0.51 0.32 -0.20
H -2.8010 -2.4387 1.1699 0.10 -0.41 0.59
H 2.2301 -5.9516 -2.0684 0.01 -0.11 -0.03
C -6.4196 -6.0509 7.2678 -0.01 0.08 -0.08
Cl -6.6453 0.4231 5.5992 -0.01 0.15 -0.03
H -3.4175 -5.1370 10.3414 -0.06 0.10 0.01
Cl 3.7679 -6.7609 -0.4803 -0.01 0.04 0.03
O -4.7570 1.2797 1.0494 -0.93 0.25 0.12
Cl 2.3390 3.2699 -10.0075 -0.08 -0.10 0.01
H 4.0461 -2.6657 -8.1198 0.02 0.10 0.02
N -3.5429 2.1608 -1.3661 0.14 -0.48 0.80
H 3.2658 4.0442 1.6600 0.10 0.01 0.06
H 9.8647 -1.7967 -5.2400 0.09 0.01 0.01
H -3.6525 -2.6160 -0.3007 -0.49 -0.08 -0.54
Cl -4.3800 3.7961 -3.1546 -0.67 0.79 -1.23
Cl -1.8606 -3.4339 9.8955 -0.01 -0.03 -0.07
C 3.7447 -1.7733 0.4192 0.02 -0.14 0.08
H -5.0786 0.4320 -0.7157 -0.11 -0.34 -0.83
Cl 5.8915 2.7052 -9.6336 0.10 0.07 0.00
H -8.6821 -0.0568 6.6654 0.00 -0.09 -0.04
Cl -0.8637 3.2962 2.7774 -0.04 0.01 0.00
H -6.3180 2.5767 2.3446 -0.05 -0.06 0.03
H -3.1931 -1.7618 5.9264 0.04 -0.12 0.03
Cl 3.3009 -4.6786 6.0093 0.05 0.01 0.00
H 2.6111 -3.6507 -8.4738 -0.12 0.01 -0.02

---

No. 2
78
Properties=species:S:1:pos:R:3:forces:R:3 method="wB97M-V/def2-TZVPD" lumo_ev=-0.16 spin_multiplicity=1 relative_energy_kcal_mol=134.06
Si 0.6492 -3.8071 -0.9821 1.40 -1.00 1.98
H -0.5298 -0.6681 7.8056 -0.50 -0.07 -0.86
C 0.6497 3.7750 -1.4693 0.16 -0.27 -0.27
H -1.5908 3.3491 2.3438 0.18 0.17 -0.05
C 1.7806 -1.7842 -4.6681 -0.09 0.49 0.20
H 2.3531 -1.3332 -5.4859 -0.13 0.02 -0.03
H 0.9017 -0.0604 -6.5852 -0.39 -0.01 0.11
C -0.9140 4.1374 2.0052 -0.74 0.21 -0.31
H -1.2731 5.1096 2.3696 0.04 -0.24 -0.08
H 2.3558 -0.7132 -2.2179 0.42 0.45 0.17
C 0.7395 2.7571 3.0826 -0.50 -0.89 -0.37
H -1.5388 -4.0518 -2.2013 0.38 0.03 -0.12
H -2.0556 -1.7025 -1.4588 -0.26 0.41 0.18
C -0.7710 -4.7163 -1.7794 -0.81 -0.28 -0.78
H 1.2972 5.1511 1.0635 0.00 -0.40 0.46
H -0.6483 0.8186 -6.4255 0.14 -0.31 -0.01
H -0.5526 0.7442 -4.0660 0.48 0.08 -0.13
H -1.4556 3.3409 -1.6462 0.27 -0.12 -0.11
H -4.4839 0.7524 -1.8101 0.36 0.23 0.11
N -0.8720 -0.7278 6.8377 0.21 0.28 1.62
C 1.2013 0.2678 5.9093 0.40 0.00 0.05
C 2.3407 -3.5022 -1.6869 -0.01 -0.48 -0.78
C 1.9438 3.2528 -1.6022 -0.34 -0.18 0.13
H 1.5626 0.1102 6.9352 0.00 0.25 -0.28
H -3.7922 -1.3629 -1.6839 0.07 0.00 0.22
H 3.0541 -4.3261 -1.5058 -0.48 0.19 0.07
H 2.5028 -2.2506 -4.0073 -0.03 0.00 -0.13
H -1.9540 1.7182 0.3449 -0.08 -0.29 0.09
O -1.7132 -0.1307 1.2595 -0.13 1.13 -0.42
H 2.2000 -3.3968 -2.7768 0.51 0.36 0.80
H 0.5090 -5.5974 0.9698 -0.11 0.23 -0.14
Cl -0.1543 -2.2787 0.1889 -0.34 -0.18 1.24
H -3.3528 2.1061 -1.4075 -0.08 -0.36 -0.11
N -2.7564 0.1801 -0.7615 -0.21 0.21 0.91
O 0.5082 -1.5557 -2.2349 -1.52 -0.57 1.79
H -2.8990 -1.4386 7.1028 0.26 -0.10 -0.01
C -0.4404 2.9356 -1.6970 0.38 -0.52 0.30
H 2.8063 3.9033 -1.4690 -0.12 -0.12 -0.08
C 1.4049 4.8935 2.1332 0.36 0.69 -0.05
H 1.7973 -4.4559 1.2419 -0.02 -0.01 -0.41
H -0.4418 -5.3859 -2.5937 0.05 0.36 0.17
C 1.3167 -0.4533 -2.4427 -0.43 -1.09 -2.55
N -0.8529 -0.5894 4.6777 0.14 0.36 0.01
C -3.4294 1.0593 -1.7325 0.40 0.05 0.12
O -0.0696 1.7892 3.2514 0.54 1.50 0.45
H -3.1572 -1.7772 -0.0521 0.10 0.25 -0.30
H 1.1187 -2.5498 -5.1040 0.21 0.21 0.19
H -2.8494 -1.3764 4.3560 0.00 0.03 -0.06
H 1.9171 -0.2018 5.2202 -0.29 0.07 0.20
C -2.1060 -1.1628 6.4247 -0.47 -0.27 -0.32
H -0.8874 4.1641 0.9012 0.04 -0.09 0.42
C 1.2817 -5.0168 0.4439 -0.58 -0.11 0.03
H 3.1397 1.5246 -2.0665 -0.29 0.07 0.28
H -1.3421 -5.3785 -1.1001 0.62 0.43 0.14
H 1.2782 5.8310 2.6996 -0.03 -0.38 -0.07
C -0.2244 1.5669 -1.9505 -0.24 0.36 -0.01
N 0.4116 3.9069 2.5200 0.35 -0.60 0.04
H 2.4164 4.5168 2.2965 -0.17 -0.04 0.00
H -1.0724 0.9183 -2.1460 0.45 0.11 0.15
C -2.0887 -1.0993 5.0625 1.01 0.45 0.66
H 1.9815 -5.7808 0.0604 -0.13 0.39 -0.05
C 1.0510 1.0121 -2.0388 -0.02 -0.15 0.21
C 0.9881 -0.7238 -3.9202 1.42 2.11 -0.40
C -2.1169 0.6299 0.3233 -0.18 -1.04 -0.19
C -0.1395 -0.3503 5.7860 -0.93 -0.42 -1.22
H 1.1574 1.3433 5.6761 -0.03 -0.33 0.23
C 2.1270 1.9009 -1.8879 0.15 -0.12 -0.32
H -0.6139 -0.9692 -6.2803 0.05 0.19 -0.65
H 2.7188 -2.6149 -1.1556 -0.10 -0.06 -0.63
H 1.7898 2.6387 3.3853 -0.25 0.20 -0.11
Cl 1.5258 0.6750 1.1286 1.10 0.71 -0.98
H 0.5010 4.8339 -1.2688 0.01 -0.10 -0.04
C -0.0673 -0.0392 -6.0563 -0.60 -0.58 -0.19
H -2.9576 0.9575 -2.7262 -0.23 0.00 0.40
C -2.9503 -1.2504 -0.9945 0.12 -0.59 -0.13
C 0.0883 0.0304 -4.5743 0.16 0.36 -0.25
Cl 1.6759 -1.8258 3.3384 -0.23 0.10 -0.06
Sc 0.0719 -0.1963 2.5746 -0.83 -1.37 -0.06

---

No. 3
84
Properties=species:S:1:pos:R:3:forces:R:3 method="wB97M-V/def2-TZVPD" lumo_ev=-3.81 charge=+1 spin_multiplicity=1
H -0.9196 2.6363 -0.8401 2.17 -1.58 0.33
H 0.2306 5.4625 -2.4344 0.08 0.10 -0.09
H -2.1318 6.3428 -4.1818 0.14 -0.06 0.09
H 0.5353 -0.9960 1.7114 -1.89 -0.88 -1.91
H 0.7268 -1.1447 3.8920 -1.26 -0.80 1.10
C -0.1879 -1.5138 4.5267 -1.70 1.20 -0.22
H 4.2099 -1.8100 1.0070 -2.60 0.74 -0.44
H 1.7877 3.7476 -0.5480 -1.92 -0.73 1.36
C 0.0932 0.7336 0.1891 2.71 3.76 1.49
H 2.9652 -2.9653 -2.5508 1.01 -0.19 2.42
C 0.5834 -1.4216 -1.0955 1.05 0.65 -3.46
C -2.4712 -2.1405 -1.0150 0.34 -0.74 -3.92
H 2.6942 -1.2449 4.8246 -0.12 0.26 2.66
H -4.6866 -2.4240 -4.6217 1.86 -0.88 2.52
C 1.0612 -3.5633 5.3042 0.23 -0.03 0.56
H 3.1983 -0.2258 0.9709 -0.12 -1.93 -0.20
H -2.6374 1.3632 -0.4715 -0.44 -1.18 0.20
H -2.0933 -3.8507 1.2260 -0.86 -0.31 0.33
I 4.3078 -0.2908 -3.6346 -1.45 0.23 0.80
H 2.6339 0.1986 6.0336 -0.50 -2.67 0.16
C 2.5660 -0.9923 5.9842 -0.30 0.64 -0.85
O 0.7641 -1.0649 7.7854 1.57 -3.18 -7.86
H -2.6364 -0.9503 2.0863 2.01 -0.18 -0.24
N -0.4285 -0.5984 -0.2528 -0.10 -1.49 1.43
H -2.3335 -2.4045 3.9797 2.49 0.78 -1.03
H 1.4894 -1.4497 -3.1694 -0.43 1.87 1.95
Cl -4.2683 0.7354 -2.6895 1.73 -0.38 0.51
H -0.9102 1.4793 -3.9281 -1.32 -0.15 1.54
H 1.7137 2.6399 0.9786 -1.53 1.14 -1.77
C 1.2673 -0.6157 -2.3373 0.03 -0.02 -1.90
C 0.5501 6.4328 -4.3399 0.17 0.81 0.17
P 2.0377 -2.2497 -0.2742 1.30 -3.16 2.57
C 1.0858 -1.5128 6.5636 -0.55 2.99 5.60
N -2.7469 0.3865 -0.1395 1.29 -1.29 0.70
C 0.1161 2.0596 -0.6971 0.39 2.34 -0.50
H -0.3430 1.1477 1.2226 0.36 -1.67 -2.38
O -1.5240 1.5451 -3.1223 0.40 -1.25 0.58
C -3.2467 -2.3968 -2.4864 -5.87 -0.67 -7.76
C 0.9915 4.2822 -4.7301 0.97 -1.40 -0.91
C -1.6874 6.0323 -3.2302 -0.25 -0.13 -0.08
O -1.4000 -3.1811 -1.1671 0.91 2.50 0.59
H 1.6784 -3.2391 4.3646 -0.98 -1.07 1.52
C 3.0938 -1.3843 0.9908 1.06 1.34 2.35
H -0.5182 -2.2610 -2.9588 0.31 -0.94 2.36
N -3.1175 -3.7770 1.3984 0.55 2.10 -2.46
C 1.0430 3.1728 0.1505 -0.01 -0.80 1.07
H -0.6876 -0.5332 4.9893 1.12 -2.07 -0.95
C 3.3418 -3.0238 -1.4200 0.58 -0.08 -2.43
C -1.5061 -0.9963 2.2698 -0.35 0.41 2.38
O 1.5464 5.5282 -4.7922 -0.16 -1.27 -0.10
H -0.0139 6.7851 -5.2097 -0.12 -0.06 0.17
H 1.2484 0.5725 0.4582 -2.59 -0.03 -0.85
H 3.4505 -4.1873 -1.1996 -0.35 2.70 -0.13
C -0.2381 -2.6670 -1.8698 -0.47 -0.84 -1.71
H 4.3939 -2.4613 -1.3709 -2.43 -1.31 -0.01
O 3.0827 1.0522 -1.2714 -3.37 -5.59 -4.68
H -4.7527 -3.5644 -0.4169 0.71 1.58 -0.11
F 0.5647 -3.8742 -2.1470 -1.70 3.34 1.17
H 0.6085 0.1641 -2.8950 0.93 -1.25 1.01
H 3.4671 -1.3883 6.6167 -1.96 0.50 -1.22
C -1.2836 -2.1360 3.4805 0.26 -0.17 0.19
H -1.2331 0.0213 2.8374 -0.65 -1.99 -1.56
H -2.3091 5.2187 -2.8418 0.18 0.14 0.09
H -0.4082 -2.4799 1.0527 -0.13 2.30 -0.66
N 0.1620 -2.3991 5.7013 2.53 1.84 -0.01
H -3.7210 0.0745 -0.0254 0.87 0.46 -0.21
O -0.2024 4.3121 -4.0575 1.10 -0.62 -0.76
H 0.6316 2.0187 -1.7514 -1.17 -0.27 2.20
H 1.7977 -3.7231 6.2279 -1.57 -0.04 -2.19
O 1.4913 3.2779 -5.2053 -1.12 1.79 1.08
F 0.1377 4.0913 0.9352 1.95 -1.91 -2.04
C -4.0304 -2.6456 -3.6558 5.20 2.91 8.43
P -2.1744 0.0373 -2.6242 0.15 0.80 -4.90
C 2.6898 0.1385 -2.1404 2.56 4.22 3.73
C -0.4554 -1.3163 1.1204 0.83 -1.75 3.58
H 2.6736 -1.6498 2.0777 0.79 0.53 -2.36
H -1.7386 6.8782 -2.5379 0.05 -0.15 -0.08
C -1.8476 -0.6003 -0.8682 -2.53 1.81 0.48
H 0.3849 -4.5067 5.1540 1.55 1.79 0.09
C -0.2539 5.5722 -3.4123 -1.22 0.86 0.69
H -4.3821 -1.7042 1.0281 0.27 -0.15 -1.57
H 1.0026 7.2883 -3.8346 0.12 -0.17 -0.14
P -3.7178 -2.7572 0.2468 0.04 -3.81 3.88
H -0.8549 -3.1467 3.0774 -0.85 1.87 0.53

---

No. 4
72
Properties=species:S:1:pos:R:3:forces:R:3 method="wB97M-V/def2-TZVPD" lumo_ev="-10.37 / -10.22" s_squared=9.33 charge=+3 spin_multiplicity=6 relative_energy_kcal_mol=0.00
H -0.9585 -5.7301 -1.3652 0.23 0.40 -0.17
H 3.4785 0.2173 -2.0498 0.30 0.17 -0.03
H -1.3262 0.9107 4.5892 0.30 -0.14 0.27
H 2.0671 -2.5651 -3.2532 -0.02 -0.07 -0.40
H -4.2214 -2.2683 0.4017 0.18 0.24 -0.19
H -3.5976 3.4754 -1.1206 0.17 -0.24 -0.04
H 3.4479 2.4742 0.9883 -0.16 0.22 -0.10
C 1.0453 -0.7245 -6.5284 -0.06 -0.17 0.10
C 2.7812 3.0514 0.3341 -0.23 -0.10 0.35
H 0.6249 -0.0017 8.3297 0.00 -0.08 -0.43
P -1.7602 2.3743 0.0477 -1.36 1.34 -0.09
H 4.1863 1.8455 -2.2854 -0.11 -0.27 0.30
H -2.3211 2.2039 2.4087 -0.26 0.12 -0.15
P -1.9338 -1.6246 0.9174 -1.22 -0.83 0.54
H -2.4231 2.7280 -2.2570 -0.25 0.05 0.13
S 0.1263 -0.6150 -2.6109 1.77 -0.60 0.10
H 1.2998 -0.5518 -1.5714 -0.64 -0.50 -3.17
H -3.5946 1.6981 -1.3943 0.04 0.27 -0.04
C -3.4769 -1.6205 -0.0822 0.25 0.26 -0.25
H 1.1957 2.6624 -3.0917 0.16 0.27 0.00
C -2.8952 2.3933 1.4905 0.28 -0.42 0.27
H -1.2295 -3.5636 2.1846 -0.05 -0.01 -0.25
C -1.0440 4.0539 0.1667 0.54 -0.15 0.05
H -3.2542 -1.9994 -1.0889 -0.19 0.03 0.21
C -2.5893 -1.1452 2.5669 0.23 0.42 0.03
H -0.3123 4.0828 0.9848 -0.19 0.13 -0.17
H -1.8542 -1.4035 3.3408 -0.19 0.06 -0.16
H 1.3728 4.0448 -1.9696 0.10 -0.23 -0.14
C 0.6390 0.0163 7.2357 0.04 -0.02 -0.16
N 0.7382 0.2188 1.8524 0.23 0.08 2.51
Dy -0.0180 0.1807 -0.3069 -1.50 0.95 3.06
H 2.6485 -0.7705 7.0855 -0.23 0.15 -0.17
P 2.1343 1.9401 -0.9704 1.48 1.16 -0.22
H 1.9528 3.4390 0.9420 0.30 0.04 -0.13
H -2.7848 -0.0663 2.6134 -0.03 -0.32 0.08
H -0.7524 -4.2189 -2.4491 0.34 -0.41 0.32
H -3.3778 3.3794 1.5660 0.16 -0.33 -0.11
H 2.9597 -3.3421 -5.4561 -0.09 0.23 0.01
C -2.9684 2.5963 -1.3134 0.29 -0.36 -0.21
H -3.6616 1.6143 1.3778 0.17 0.25 0.07
H -3.8709 -0.5981 -0.1729 -0.03 -0.29 0.01
C 1.7826 -0.3935 6.5416 0.02 0.04 -0.28
C -0.4883 0.4597 6.5352 0.07 0.07 -0.53
C -1.7321 -3.4168 1.2201 0.44 -0.16 -0.16
H 2.8097 3.3753 -2.8124 -0.33 0.00 0.22
H -3.5232 -1.6899 2.7659 0.28 0.11 -0.09
H 1.2020 -5.3655 -0.3097 -0.02 0.40 -0.48
C 1.7858 -2.0699 -4.1847 -0.21 -0.29 0.04
H 2.2592 -2.1946 -7.5581 -0.07 0.16 0.25
H 3.3363 3.8916 -0.1110 -0.17 -0.33 0.12
H -2.7207 -3.8944 1.2589 0.22 0.21 0.04
C 1.8232 -0.3223 5.1498 0.36 -0.13 0.06
C 0.8592 -4.6798 -1.0996 -0.60 -0.51 0.00
H -1.1370 -3.8867 0.4283 -0.20 0.08 0.28
H 4.3627 1.0042 -0.7083 -0.14 -0.07 -0.28
C 0.8738 -1.0039 -4.1284 0.88 -0.32 -1.24
C 0.7524 0.2105 3.0314 -0.25 -0.08 -2.07
H -1.8421 4.7810 0.3731 0.20 -0.25 -0.12
H -0.5355 4.3164 -0.7694 -0.16 0.01 0.23
H -1.3905 0.7444 7.0767 0.27 -0.02 -0.20
C -0.4555 0.5431 5.1413 -0.28 0.07 0.16
C 3.6963 1.1765 -1.5635 -0.10 -0.47 0.06
H -0.1362 0.5528 -5.2249 0.11 -0.17 -0.24
C 0.7066 0.1530 4.4360 -0.01 0.04 0.90
C -0.3364 -4.8793 -1.6702 0.32 0.22 0.11
C 1.8986 -1.8330 -6.5954 -0.13 0.10 0.42
H 0.7507 -0.1994 -7.4368 0.11 -0.13 0.26
H 2.7147 -0.6255 4.5919 -0.28 0.07 0.35
C 1.8478 3.1289 -2.3420 -0.62 -0.20 -0.18
C 2.2878 -2.4873 -5.4165 -0.19 0.23 0.15
C 0.5347 -0.3016 -5.3034 -0.13 0.15 0.58
H 1.5411 -3.8852 -1.4022 -0.15 -0.11 0.06

---

Maximum force list, top to bottom, in eV Å⁻¹: 1.96, 2.81, 10.32, 3.54